{
  "formula": "C5H10O",
  "method": "ωB97M-V/def2-TZVPD",
  "smiles": "C[C@H]1CCC1=O.[H][H]",
  "multiplicity": 1,
  "de_lowest_kj_mol": 165.1,
  "homo_energy_ev": -9.4,
  "species": ["C", "C", "C", "C", "C", "O", "H", "H", "H", "H", "H", "H", "H", "H", "H", "H"],
  "positions_angstrom": [[1.76, -0.90, -0.16], [0.49, -0.26, 0.38], [0.30, 1.27, 0.13], [-0.86, 0.99, -0.86], [-0.71, -0.50, -0.53], [-1.29, -1.49, -0.88], [1.68, -1.99, -0.11], [1.92, -0.63, -1.21], [2.64, -0.59, 0.41], [0.31, -0.57, 1.42], [-0.01, 1.83, 1.02], [1.17, 1.76, -0.31], [-1.84, 1.41, -0.61], [-0.64, 1.21, -1.91], [-2.49, -0.51, 1.87], [-2.45, -1.02, 1.33]]
}

{
  "formula": "C5H10O",
  "method": "ωB97M-V/def2-TZVPD",
  "multiplicity": 1,
  "de_lowest_kj_mol": 247.1,
  "homo_energy_ev": -8.9,
  "species": ["C", "C", "C", "C", "C", "O", "H", "H", "H", "H", "H", "H", "H", "H", "H", "H"],
  "positions_angstrom": [[1.89, -0.45, 0.77], [1.40, -0.10, -0.41], [0.18, -0.73, -1.04], [-0.90, 0.29, -0.82], [-1.78, 0.22, 0.18], [-0.80, 1.34, -1.67], [1.57, -1.36, 1.27], [2.76, 0.05, 1.16], [0.06, 0.00, 2.55], [1.77, 0.79, -0.92], [0.32, -0.91, -2.11], [-0.08, -1.67, -0.55], [-1.93, -0.71, 0.72], [-2.56, 0.97, 0.27], [-0.46, 0.24, 2.01], [-1.44, 2.02, -1.42]]
}

{
  "formula": "C5H10O",
  "method": "ωB97M-V/def2-TZVPD",
  "multiplicity": 1,
  "de_lowest_kj_mol": 135.0,
  "homo_energy_ev": -9.4,
  "species": ["C", "C", "C", "C", "C", "O", "H", "H", "H", "H", "H", "H", "H", "H", "H", "H"],
  "positions_angstrom": [[1.60, 1.00, 0.18], [1.00, -0.18, -0.55], [0.27, -1.18, 0.36], [-0.98, -0.68, -0.43], [-1.89, 0.39, 0.21], [-0.16, 0.07, -1.34], [1.77, 1.83, -0.51], [0.99, 1.35, 1.02], [2.57, 0.67, 0.59], [1.70, -0.62, -1.26], [0.62, -2.22, 0.20], [0.29, -1.01, 1.44], [-1.44, -1.53, -0.95], [-2.11, 0.30, 1.27], [-1.36, 1.36, 0.08], [-2.80, 0.52, -0.40]]
}

{
  "formula": "C5H10O",
  "method": "ωB97M-V/def2-TZVPD",
  "multiplicity": 1,
  "de_lowest_kj_mol": 525.7,
  "homo_energy_ev": -9.0,
  "species": ["O", "C", "C", "C", "C", "C", "H", "H", "H", "H", "H", "H", "H", "H", "H", "H"],
  "positions_angstrom": [[0.06, 1.13, 1.81], [0.13, -0.15, 1.20], [1.28, -0.21, 0.16], [0.58, 0.34, -1.07], [-0.79, -0.13, -1.03], [-1.19, -0.34, 0.43], [0.89, 1.28, 2.29], [0.26, -0.93, 1.97], [2.15, 0.38, 0.49], [1.60, -1.24, 0.02], [0.19, 0.41, -2.58], [0.80, 1.37, -1.29], [-0.77, 0.64, -2.39], [-1.14, -0.89, -1.71], [-1.90, 0.40, 0.79], [-1.62, -1.34, 0.60]]
}

{
  "formula": "C5H10O",
  "method": "ωB97M-V/def2-TZVPD",
  "smiles": "C=C(O)C(C)C",
  "multiplicity": 1,
  "de_lowest_kj_mol": 192.9,
  "homo_energy_ev": -8.4,
  "species": ["C", "C", "C", "C", "O", "C", "H", "H", "H", "H", "H", "H", "H", "H", "H", "H"],
  "positions_angstrom": [[0.41, -1.42, -0.61], [0.59, 0.01, -0.06], [1.32, 0.00, 1.28], [-0.72, 0.73, -0.03], [-1.27, 1.07, 1.13], [-1.51, 1.15, -1.06], [-0.07, -1.41, -1.59], [-0.21, -2.01, 0.07], [1.39, -1.91, -0.70], [1.20, 0.56, -0.79], [0.75, -0.57, 2.02], [1.45, 1.02, 1.66], [2.30, -0.46, 1.17], [-1.13, 1.23, -2.06], [-2.57, 0.86, -0.98], [-2.01, 1.60, 0.58]]
}

{
  "formula": "C5H10O",
  "method": "ωB97M-V/def2-TZVPD",
  "multiplicity": 1,
  "de_lowest_kj_mol": 550.5,
  "homo_energy_ev": [-7.6, -6.8],
  "species": ["O", "C", "C", "C", "C", "C", "H", "H", "H", "H", "H", "H", "H", "H", "H", "H"],
  "positions_angstrom": [[-1.54, -1.32, 1.15], [-1.39, -0.96, -0.13], [-0.41, -0.08, -0.59], [-0.23, 1.38, 0.07], [1.27, 1.32, 0.10], [1.04, -0.18, -0.01], [-0.84, -0.91, 1.67], [0.37, -2.44, -0.95], [-2.14, -1.42, -0.77], [-0.41, -0.01, -1.68], [-0.69, 1.42, 1.06], [-0.71, 2.12, -0.58], [1.74, 1.74, -0.80], [1.77, 1.70, 0.99], [1.06, -0.69, 0.97], [0.97, -1.98, -0.84]]
}

{
  "formula": "C5H10O",
  "method": "ωB97M-V/def2-TZVPD",
  "smiles": "CC[C@@]1(C)CO1",
  "multiplicity": 1,
  "de_lowest_kj_mol": 123.4,
  "homo_energy_ev": -10.1,
  "species": ["C", "C", "C", "C", "C", "O", "H", "H", "H", "H", "H", "H", "H", "H", "H", "H"],
  "positions_angstrom": [[-1.54, -1.22, 0.04], [-0.91, 0.05, -0.54], [0.51, 0.41, -0.12], [0.63, 1.18, 1.19], [1.63, -0.30, -0.78], [1.24, 0.98, -1.24], [-1.77, -1.13, 1.11], [-0.89, -2.09, -0.09], [-2.48, -1.42, -0.48], [-1.55, 0.91, -0.31], [-0.87, -0.04, -1.63], [-0.36, 1.53, 1.52], [1.08, 0.64, 2.02], [1.24, 2.07, 0.99], [1.41, -1.12, -1.46], [2.63, -0.34, -0.34]]
}

{
  "formula": "C5H10O",
  "method": "ωB97M-V/def2-TZVPD",
  "smiles": "CC[C@H]1O[C@H]1C",
  "multiplicity": 1,
  "de_lowest_kj_mol": 269.2,
  "homo_energy_ev": -9.6,
  "species": ["C", "C", "C", "O", "C", "C", "H", "H", "H", "H", "H", "H", "H", "H", "H", "H"],
  "positions_angstrom": [[1.69, 0.47, -0.85], [0.71, 0.94, 0.23], [0.36, -0.19, 1.17], [-0.86, -0.06, 1.93], [-0.86, -0.96, 0.84], [-1.75, -0.55, -0.51], [2.62, 0.09, -0.41], [1.95, 1.29, -1.53], [1.26, -0.34, -1.45], [1.15, 1.77, 0.79], [-0.21, 1.32, -0.23], [1.21, -0.54, 1.77], [-1.38, -1.86, 0.70], [-1.08, -0.45, -1.38], [-2.25, 0.37, -0.25], [-2.54, -1.28, -0.84]]
}

What is the multiplicity in the first record? 1

What did the seventh record say?
{
  "formula": "C5H10O",
  "method": "ωB97M-V/def2-TZVPD",
  "smiles": "CC[C@@]1(C)CO1",
  "multiplicity": 1,
  "de_lowest_kj_mol": 123.4,
  "homo_energy_ev": -10.1,
  "species": ["C", "C", "C", "C", "C", "O", "H", "H", "H", "H", "H", "H", "H", "H", "H", "H"],
  "positions_angstrom": [[-1.54, -1.22, 0.04], [-0.91, 0.05, -0.54], [0.51, 0.41, -0.12], [0.63, 1.18, 1.19], [1.63, -0.30, -0.78], [1.24, 0.98, -1.24], [-1.77, -1.13, 1.11], [-0.89, -2.09, -0.09], [-2.48, -1.42, -0.48], [-1.55, 0.91, -0.31], [-0.87, -0.04, -1.63], [-0.36, 1.53, 1.52], [1.08, 0.64, 2.02], [1.24, 2.07, 0.99], [1.41, -1.12, -1.46], [2.63, -0.34, -0.34]]
}